1.
{"formula": "C27H31N5O3", "method": "ωB97M-V/def2-TZVPD", "species": ["C", "C", "N", "C", "C", "C", "N", "H", "H", "H", "H", "H", "H", "H", "C", "N", "C", "O", "C", "C", "C", "C", "C", "C", "C", "C", "N", "C", "C", "C", "C", "C", "C", "C", "N", "O", "O", "C", "C", "C", "C", "C", "H", "H", "H", "H", "H", "H", "H", "H", "H", "H", "H", "H", "H", "H", "H", "H", "H", "H", "H", "H", "H", "H", "H", "H"], "positions_angstrom": [[-3.98043, -0.77493, -3.69780], [-3.10294, 0.38444, -3.98304], [-3.54928, 1.47992, -4.60765], [-2.45294, 2.29189, -4.72037], [-2.46200, 3.60843, -5.39410], [-1.38320, 1.64794, -4.14870], [-1.80000, 0.43877, -3.67433], [-3.43246, -1.56519, -3.18842], [-4.81289, -0.47543, -3.06290], [-4.38707, -1.17982, -4.62457], [-1.47482, 4.06793, -5.38147], [-2.77121, 3.49633, -6.43294], [-3.16081, 4.28662, -4.90480], [-0.37064, 2.01877, -4.08467], [3.54128, 0.09380, 4.16184], [2.26331, 0.08612, 3.47069], [1.13805, 0.63081, 4.04502], [1.06907, 1.15236, 5.13671], [0.00644, 0.46550, 3.04681], [-0.55233, 1.82374, 2.61843], [-1.13226, 2.63020, 3.74358], [-0.58766, 3.85771, 4.09024], [-1.09185, 4.58166, 5.15003], [-2.15034, 4.08470, 5.87972], [-2.70966, 2.87055, 5.54269], [-2.20551, 2.15215, 4.47850], [0.56369, -0.30588, 1.88863], [-0.14215, -0.72274, 0.80383], [0.41629, -1.45180, -0.22760], [-0.22525, -1.88665, -1.36698], [0.41076, -2.64103, -2.39162], [-0.32588, -3.08828, -3.50797], [0.27867, -3.82511, -4.49202], [1.62848, -4.13805, -4.40785], [2.26345, -4.90936, -5.45272], [3.48654, -5.13485, -5.36546], [1.56380, -5.31881, -6.39768], [2.37259, -3.70566, -3.32112], [1.78076, -2.97328, -2.32869], [2.02723, -0.56387, 2.15176], [2.89925, 0.11398, 1.10039], [2.29895, -2.05748, 2.30890], [3.44780, 0.64550, 5.09392], [3.86025, -0.92119, 4.38866], [4.29803, 0.57403, 3.54558], [-0.77929, -0.14392, 3.51207], [0.24884, 2.39266, 2.13736], [-1.31325, 1.67861, 1.84862], [0.24320, 4.24213, 3.52543], [-0.65564, 5.53284, 5.41057], [-2.53137, 4.63977, 6.72078], [-3.53669, 2.48190, 6.11527], [-2.64326, 1.20554, 4.21493], [-1.18629, -0.47256, 0.75216], [1.44998, -1.70706, -0.12993], [-1.26274, -1.63718, -1.49067], [-1.37198, -2.84862, -3.57813], [-0.27616, -4.17487, -5.34485], [3.41891, -3.95460, -3.27513], [2.37718, -2.64883, -1.49587], [2.71959, 1.18825, 1.11593], [3.95427, -0.06327, 1.30116], [2.69070, -0.24231, 0.09556], [1.71140, -2.44535, 3.14024], [2.03998, -2.63157, 1.42447], [3.35151, -2.23601, 2.51957]], "forces_ev_per_angstrom": [[-0.11, -0.09, 0.07], [0.47, 1.01, -0.29], [-0.35, 0.38, -0.37], [-0.37, -0.62, 0.20], [-0.24, 0.14, -0.13], [0.01, -0.13, 0.23], [0.94, -0.95, 0.60], [0.11, -0.10, 0.07], [-0.18, -0.06, 0.02], [-0.11, -0.07, -0.01], [0.08, -0.01, 0.03], [-0.07, 0.12, -0.12], [-0.09, 0.14, -0.05], [0.14, -0.19, 0.11], [0.03, -0.21, -0.41], [-1.22, 0.30, -0.18], [0.82, -0.47, -0.26], [-0.06, -0.26, -0.60], [-1.01, -0.30, -0.38], [0.03, 0.24, -0.45], [0.05, 0.07, 0.24], [0.06, -0.18, -0.21], [0.07, 0.18, 0.01], [-0.05, 0.17, 0.27], [-0.18, -0.16, 0.06], [0.06, -0.05, -0.14], [-0.33, -0.01, -0.14], [1.24, 0.85, 2.02], [0.42, -0.73, -1.01], [-0.20, 0.86, 1.21], [0.55, -0.67, -0.90], [0.12, 0.43, 0.86], [0.29, -0.54, -0.73], [-0.68, 0.65, 0.74], [1.18, -1.52, -2.09], [-2.06, 0.53, 0.12], [0.99, 0.83, 1.76], [0.61, -0.31, -0.27], [-0.68, 0.19, 0.01], [0.47, 0.02, 0.31], [-0.07, 0.11, -0.12], [-0.14, -0.15, -0.01], [-0.25, 0.02, -0.09], [0.07, -0.08, 0.07], [0.11, 0.04, -0.01], [0.09, 0.18, -0.02], [0.02, -0.04, 0.03], [-0.04, -0.14, -0.04], [0.25, 0.11, -0.14], [0.07, 0.11, 0.02], [-0.09, 0.10, 0.12], [-0.12, -0.07, 0.04], [-0.19, -0.29, -0.03], [-0.33, 0.29, 0.25], [0.16, 0.00, -0.03], [-0.43, 0.12, -0.26], [-0.20, 0.18, -0.07], [-0.13, -0.01, -0.13], [0.14, -0.04, 0.00], [0.21, 0.02, 0.09], [0.00, 0.02, 0.00], [0.00, -0.05, 0.09], [0.05, 0.01, -0.01], [-0.01, -0.01, 0.04], [0.04, -0.02, -0.01], [0.05, 0.09, 0.01]], "nbo_charge": [-0.63, 0.27, -0.56, 0.07, -0.62, -0.16, -0.61, 0.18, 0.21, 0.21, 0.20, 0.21, 0.20, 0.17, -0.42, -0.46, 0.68, -0.58, -0.13, -0.44, 0.07, -0.23, -0.19, -0.21, -0.20, -0.24, -0.33, 0.22, -0.37, 0.03, -0.02, -0.13, -0.18, 0.07, 0.50, -0.37, -0.35, -0.18, -0.18, 0.33, -0.64, -0.64, 0.26, 0.20, 0.20, 0.23, 0.22, 0.23, 0.21, 0.22, 0.22, 0.22, 0.20, 0.24, 0.20, 0.25, 0.25, 0.26, 0.25, 0.21, 0.23, 0.23, 0.23, 0.23, 0.22, 0.23], "homo_lumo_gap_ev": 2.55, "e_above_lowest_kcal_mol": 153.03, "total_charge": 0, "multiplicity": 1}

---

2.
{"formula": "C27H31N5O6", "method": "ωB97M-V/def2-TZVPD", "species": ["C", "C", "N", "C", "O", "C", "N", "C", "N", "C", "C", "O", "N", "C", "C", "C", "C", "C", "N", "C", "O", "O", "C", "C", "C", "C", "C", "C", "C", "O", "O", "C", "C", "C", "C", "C", "C", "C", "H", "H", "H", "H", "H", "H", "H", "H", "H", "H", "H", "H", "H", "H", "H", "H", "H", "H", "H", "H", "H", "H", "H", "H", "H", "H", "H", "H", "H", "H", "H"], "positions_angstrom": [[-4.56860, -3.90435, 0.64278], [-5.33982, -2.79511, -0.05946], [-4.42213, -1.87966, -0.70279], [-4.88134, -0.70954, -1.16434], [-6.06744, -0.41561, -1.24248], [-3.86243, 0.26961, -1.59322], [-4.30650, 1.46066, -2.08632], [-3.22929, 2.21942, -2.36182], [-2.11889, 1.59490, -2.08575], [-2.47879, 0.36787, -1.59762], [-1.43963, -0.58652, -1.17974], [-1.68666, -1.68803, -0.70031], [-0.20232, -0.08445, -1.39114], [1.04634, -0.65990, -1.16627], [2.17577, 0.08150, -1.51604], [3.43748, -0.44142, -1.32834], [3.60495, -1.71162, -0.78538], [4.99536, -2.25100, -0.56810], [5.73450, -1.45988, 0.39297], [6.64575, -0.53064, 0.01198], [7.04459, -0.39662, -1.11987], [7.03659, 0.17315, 1.09040], [8.06046, 1.18974, 0.96905], [8.21788, 1.72939, 2.39131], [9.37045, 0.56951, 0.48434], [7.59636, 2.29862, 0.02455], [2.47899, -2.44019, -0.43107], [1.20762, -1.92925, -0.61959], [-6.19287, -2.01530, 0.94993], [-7.35753, -2.20909, 1.15838], [-5.43044, -1.13157, 1.59374], [-6.07839, -0.12617, 2.38185], [-6.08771, 1.14817, 1.57924], [-4.92904, 1.90835, 1.47833], [-4.89901, 3.03367, 0.67468], [-6.02656, 3.40255, -0.04098], [-7.18079, 2.64265, 0.04927], [-7.21140, 1.51670, 0.85347], [-3.90036, -3.47610, 1.38604], [-5.25927, -4.58483, 1.13363], [-3.97877, -4.45941, -0.08228], [-6.03295, -3.21268, -0.80149], [-3.41259, -2.01045, -0.59037], [-5.29088, 1.67720, -2.15940], [-3.28370, 3.21127, -2.76356], [-0.20818, 0.84878, -1.79366], [2.05342, 1.06705, -1.94222], [4.30904, 0.13103, -1.60865], [5.56777, -2.20461, -1.49914], [4.95522, -3.28734, -0.22078], [5.39234, -1.41115, 1.33935], [7.27441, 2.14026, 2.74075], [8.97398, 2.50839, 2.41109], [8.51501, 0.92813, 3.06262], [9.24917, 0.17748, -0.52154], [10.15270, 1.32333, 0.47884], [9.66596, -0.24263, 1.14525], [8.32995, 3.09972, 0.01182], [6.64128, 2.69865, 0.35904], [7.48200, 1.90762, -0.98255], [2.59223, -3.42744, -0.00689], [0.34079, -2.50717, -0.34716], [-7.09270, -0.45870, 2.62124], [-5.48490, -0.02353, 3.29394], [-4.04689, 1.61040, 2.02641], [-3.99373, 3.61918, 0.60113], [-6.00340, 4.28155, -0.66987], [-8.05845, 2.92263, -0.51423], [-8.10403, 0.91286, 0.90696]], "forces_ev_per_angstrom": [[-0.08, 0.14, -0.09], [-0.31, 0.19, -0.09], [0.05, -0.31, 0.02], [0.19, -0.25, -0.14], [-0.11, 0.00, -0.06], [0.50, 0.11, 0.01], [0.03, -0.33, -0.03], [-0.07, 0.07, -0.05], [0.32, 0.06, -0.01], [-0.88, 0.24, -0.11], [0.23, 0.04, 0.01], [0.10, -0.12, 0.03], [-0.16, 0.37, -0.16], [0.33, -0.41, 0.17], [-0.07, -0.04, 0.02], [-0.09, -0.08, 0.02], [-0.01, -0.17, 0.03], [0.07, 0.07, -0.11], [-0.09, -0.15, 0.28], [-0.12, -0.25, 0.32], [0.15, 0.18, -0.39], [-0.05, 0.01, 0.14], [0.44, 0.45, -0.11], [-0.18, -0.27, -0.34], [-0.32, -0.07, -0.01], [-0.05, -0.31, 0.05], [0.26, 0.18, -0.13], [-0.28, 0.00, 0.01], [-0.14, -0.45, -0.31], [-0.08, -0.03, 0.05], [0.37, 0.08, 0.27], [-0.30, 0.19, 0.10], [-0.05, -0.15, 0.11], [-0.05, 0.02, 0.01], [0.12, 0.05, 0.03], [-0.03, 0.07, -0.02], [-0.08, 0.05, -0.07], [0.06, 0.02, 0.14], [0.08, 0.00, 0.09], [-0.03, -0.06, 0.02], [0.05, -0.08, -0.04], [0.05, 0.10, 0.24], [-0.10, 0.16, -0.06], [0.02, 0.04, 0.06], [-0.12, 0.21, -0.08], [-0.05, -0.16, 0.07], [0.00, 0.11, -0.06], [0.10, 0.10, -0.05], [-0.07, -0.14, 0.14], [0.00, 0.07, -0.11], [0.06, 0.06, -0.06], [-0.09, 0.08, 0.05], [0.09, 0.09, -0.01], [0.06, -0.07, 0.09], [0.06, 0.01, -0.03], [0.09, 0.09, 0.04], [0.07, -0.06, 0.09], [0.08, 0.11, 0.04], [-0.08, 0.08, 0.05], [0.01, 0.06, -0.04], [0.02, -0.11, 0.05], [-0.02, 0.00, 0.01], [0.19, 0.08, 0.04], [-0.10, -0.04, -0.12], [0.11, -0.03, 0.08], [0.07, 0.05, 0.00], [-0.01, 0.09, -0.03], [-0.08, 0.03, -0.04], [-0.10, -0.10, 0.00]], "nbo_charge": [-0.61, -0.14, -0.60, 0.65, -0.65, 0.04, -0.48, 0.20, -0.49, 0.04, 0.65, -0.65, -0.58, 0.13, -0.22, -0.20, -0.05, -0.24, -0.62, 0.90, -0.67, -0.54, 0.27, -0.61, -0.64, -0.64, -0.21, -0.19, 0.82, -0.59, -0.52, -0.12, 0.04, -0.24, -0.21, -0.24, -0.21, -0.20, 0.22, 0.23, 0.22, 0.23, 0.45, 0.46, 0.21, 0.43, 0.21, 0.23, 0.24, 0.20, 0.40, 0.21, 0.21, 0.21, 0.24, 0.21, 0.21, 0.21, 0.21, 0.24, 0.21, 0.24, 0.22, 0.20, 0.21, 0.21, 0.21, 0.22, 0.23], "homo_lumo_gap_ev": 8.76, "smiles": "C[C@H](NC(=O)c1[nH]cnc1C(=O)Nc1ccc(CNC(=O)OC(C)(C)C)cc1)C(=O)OCc1ccccc1", "e_above_lowest_kcal_mol": 0.00, "total_charge": 0, "multiplicity": 1}

---

3.
{"formula": "C27H32BrF5N7OsSe", "method": "ωB97M-V/def2-TZVPD", "species": ["Os", "C", "N", "C", "C", "N", "C", "C", "C", "C", "C", "C", "N", "C", "N", "C", "C", "N", "C", "C", "N", "C", "C", "H", "H", "H", "H", "H", "H", "H", "H", "H", "H", "H", "H", "H", "H", "H", "H", "H", "H", "H", "H", "H", "H", "H", "H", "H", "H", "H", "H", "Br", "C", "C", "C", "C", "C", "N", "H", "H", "H", "H", "F", "C", "C", "F", "C", "F", "C", "Se", "C", "F", "C", "F"], "positions_angstrom": [[0.07290, 0.29734, -0.09036], [-1.82635, 0.93462, 3.10260], [-0.47697, 0.68650, 3.57388], [-0.08777, 1.56352, 4.66208], [0.31130, -0.20378, 2.97603], [-0.08482, -0.66922, 1.71023], [-0.50984, -1.97223, 1.63468], [-0.67206, -2.85075, 2.71612], [-1.15190, -4.12926, 2.50912], [-1.47982, -4.56750, 1.22595], [-1.34285, -3.71774, 0.14491], [-0.88996, -2.40881, 0.33181], [-0.75902, -1.48152, -0.67897], [-1.45170, -1.77044, -1.85225], [-2.78779, -1.82208, -1.78588], [-3.64377, -2.71367, -2.55265], [-3.49195, -1.14210, -0.71521], [-0.75323, -1.97009, -2.96319], [-1.31678, -1.91598, -4.29441], [0.64651, -2.34221, -2.92496], [1.44325, -0.68238, 3.47749], [1.78963, -0.74560, 4.88431], [2.43556, -1.29127, 2.61103], [-2.47642, 1.09210, 3.96512], [-2.20226, 0.09267, 2.52294], [-1.85574, 1.84809, 2.49539], [-0.46021, 2.56298, 4.44006], [0.98917, 1.61836, 4.76902], [-0.54708, 1.24962, 5.60036], [-0.43780, -2.52818, 3.71774], [-1.28579, -4.79431, 3.34627], [-1.83408, -5.57460, 1.07270], [-1.56682, -4.06488, -0.85134], [-3.07045, -3.43760, -3.12152], [-4.30523, -2.16265, -3.22284], [-4.27332, -3.26749, -1.85001], [-2.87800, -0.32793, -0.31670], [-3.75450, -1.82721, 0.09518], [-4.41870, -0.72878, -1.11600], [-1.47239, -2.91558, -4.70196], [-0.61093, -1.40121, -4.94833], [-2.25781, -1.37471, -4.29067], [0.76143, -3.35866, -3.30764], [1.03973, -2.29764, -1.91140], [1.22709, -1.68024, -3.56508], [0.93222, -0.56745, 5.52496], [2.58979, -0.04256, 5.11739], [2.16372, -1.75011, 5.08950], [2.34149, -0.91222, 1.58839], [2.35046, -2.38052, 2.60784], [3.42012, -1.03113, 2.99964], [2.83958, 0.40250, -1.57627], [1.43741, 1.27701, -2.55342], [1.69121, 1.98676, -3.71217], [0.62433, 2.63826, -4.32206], [-0.64056, 2.52343, -3.75779], [-0.79750, 1.77999, -2.60304], [0.22653, 1.17093, -1.98588], [2.69310, 2.04867, -4.11182], [0.77853, 3.24646, -5.20099], [-1.48875, 3.03729, -4.17978], [-1.76444, 1.71082, -2.11804], [4.29635, 6.39771, -1.35373], [3.54360, 5.44984, -0.85157], [2.28164, 5.20039, -1.40599], [1.85430, 5.88919, -2.45003], [1.48644, 4.21487, -0.84445], [0.25841, 3.94921, -1.32272], [1.91352, 3.46037, 0.24130], [0.73301, 2.31078, 1.15133], [3.18353, 3.69185, 0.76362], [3.56642, 2.91731, 1.78085], [4.00408, 4.67847, 0.22874], [5.19900, 4.89433, 0.73256]], "forces_ev_per_angstrom": [[-0.25, -0.24, 0.96], [-0.63, 0.09, -0.28], [0.42, -0.65, -0.30], [0.18, 0.32, 0.41], [-0.20, 0.22, 0.18], [0.30, 0.65, -0.63], [-0.52, -0.96, -0.54], [-0.08, -0.15, -0.12], [0.00, 0.23, 0.05], [0.11, 0.16, -0.14], [0.10, 0.15, 0.19], [-0.06, -0.36, 1.14], [0.18, 0.57, -0.49], [0.12, -0.06, 0.07], [0.54, 0.19, -0.11], [-0.29, -0.31, -0.34], [-0.15, 0.34, 0.42], [-0.37, 0.14, 0.50], [-0.28, -0.01, -0.51], [0.56, -0.29, 0.14], [-0.47, 0.35, -0.35], [0.15, -0.05, 0.55], [0.34, -0.22, -0.46], [0.06, -0.10, -0.04], [0.01, 0.10, 0.11], [0.01, -0.14, 0.08], [0.02, 0.01, -0.09], [0.02, -0.01, -0.03], [0.08, -0.05, 0.00], [0.05, 0.02, 0.17], [0.03, -0.06, 0.12], [-0.03, -0.09, 0.00], [-0.09, -0.12, -0.12], [0.09, 0.02, -0.01], [0.07, 0.01, -0.01], [0.11, 0.05, -0.01], [-0.23, -0.15, -0.04], [0.09, -0.02, -0.02], [0.07, 0.00, -0.02], [-0.02, 0.01, -0.02], [-0.04, 0.02, 0.06], [-0.01, 0.02, -0.02], [0.00, 0.03, 0.00], [-0.10, -0.04, -0.13], [-0.02, 0.08, -0.04], [0.00, 0.00, -0.05], [-0.05, 0.03, 0.07], [-0.05, 0.01, -0.02], [0.07, -0.10, 0.27], [-0.06, 0.03, 0.00], [-0.02, 0.02, -0.06], [-0.42, 0.24, -0.39], [0.20, -0.22, 0.34], [0.00, 0.02, 0.06], [-0.15, -0.10, 0.26], [0.19, -0.09, 0.01], [-0.23, 0.09, -0.18], [0.44, 0.23, -0.47], [0.03, -0.07, 0.00], [0.05, -0.04, -0.11], [-0.11, -0.02, -0.08], [0.03, -0.06, 0.01], [-0.07, -0.22, 0.10], [0.11, 0.14, -0.08], [1.22, 2.11, -1.54], [0.47, -0.70, 1.11], [-2.13, -2.44, 1.23], [1.72, 1.07, 0.31], [-0.27, 0.29, -0.50], [-0.25, -0.56, 0.53], [-1.75, -2.61, 1.43], [0.17, 1.46, -1.32], [2.14, 2.01, -0.71], [-1.15, -0.22, -0.48]], "lowdin_spin": [2.03, 0.00, 0.01, 0.00, 0.03, 0.22, 0.04, 0.03, 0.02, 0.07, 0.00, 0.07, 0.14, 0.02, 0.01, 0.00, 0.01, 0.01, 0.00, 0.00, 0.01, 0.00, 0.00, 0.00, 0.00, 0.00, 0.00, 0.00, 0.00, 0.00, 0.00, 0.00, 0.00, 0.00, 0.00, 0.00, 0.01, 0.00, 0.00, 0.00, 0.00, 0.00, 0.00, 0.00, 0.00, 0.00, 0.00, 0.00, 0.00, 0.00, 0.00, 0.07, 0.01, 0.00, 0.00, 0.00, 0.01, 0.02, 0.00, 0.00, 0.00, 0.01, -0.02, -0.01, 0.18, 0.07, 0.18, 0.06, 0.00, 0.10, 0.21, 0.08, 0.19, 0.08], "homo_lumo_gap_ev": [7.18, 2.99], "e_above_lowest_kcal_mol": 2.35, "total_charge": 3, "s_squared": 6.0390, "multiplicity": 5}